No. 1
Entry from the Open Molecules 2025 dataset: a 2-piece molecular cluster, C3H8O2S overall (ωB97M-V/def2-TZVPD).

2S+1 = 1
HOMO = -8.7 eV
energy above the lowest of the compared OMol25 structures with the same formula, charge and spin = 79.7 kcal per mole
frontier orbital gap = 9.14 eV

CARTESIAN COORDINATES (ANGSTROEM)
1 C 0.32 1.73 -0.23
2 C -0.95 -0.25 -0.68
3 C 0.16 0.45 -0.89
4 O -1.44 -1.52 -1.07
5 O 1.66 -1.06 0.61
6 S 0.84 -1.00 1.87
7 H -0.15 2.60 -0.60
8 H -0.03 1.72 0.79
9 H 1.40 1.98 -0.18
10 H -0.44 -0.61 1.46
11 H -1.73 0.19 -0.12
12 H 0.85 -0.03 -1.58
13 H -0.65 -2.03 -1.26
14 H 0.16 -2.16 1.87


No. 2
Entry from the Open Molecules 2025 dataset: C40H29As2F6N9ScSe as an isolated structure (ωB97M-V/def2-TZVPD).

2S+1 = 1
net charge = -1
HOMO = -5.9 eV
energy above the lowest of the compared OMol25 structures with the same formula, charge and spin = 0.0 kcal per mole
frontier orbital gap = 8.13 eV

CARTESIAN COORDINATES (ANGSTROEM)
1 Sc 0.80 1.32 -0.88
2 C -0.21 -2.50 -0.09
3 C 1.13 -2.32 0.60
4 As 1.27 -0.55 1.44
5 C 2.79 -0.76 2.63
6 C 2.81 -1.78 3.58
7 C 3.90 -1.91 4.43
8 C 4.96 -1.03 4.34
9 C 4.94 -0.02 3.39
10 C 3.86 0.12 2.53
11 C -0.20 -0.66 2.72
12 C -0.80 0.53 3.12
13 C -1.82 0.53 4.06
14 C -2.26 -0.67 4.60
15 C -1.69 -1.86 4.19
16 C -0.66 -1.86 3.26
17 As -0.37 -1.26 -1.60
18 C 0.39 -2.32 -3.04
19 C -0.30 -3.42 -3.56
20 C 0.26 -4.17 -4.58
21 C 1.51 -3.83 -5.09
22 C 2.20 -2.74 -4.57
23 C 1.63 -1.99 -3.55
24 C -2.26 -1.32 -2.02
25 C -3.15 -2.20 -1.42
26 C -4.50 -2.12 -1.71
27 C -4.98 -1.16 -2.58
28 C -4.09 -0.28 -3.19
29 C -2.73 -0.36 -2.91
30 H -1.04 -2.28 0.59
31 H -0.34 -3.53 -0.46
32 H 1.97 -2.36 -0.10
33 H 1.31 -3.09 1.36
34 H 1.98 -2.46 3.67
35 H 3.91 -2.71 5.17
36 H 5.81 -1.13 5.00
37 H 5.77 0.67 3.30
38 H 3.85 0.89 1.78
39 H -0.50 1.46 2.66
40 H -2.28 1.47 4.35
41 H -3.07 -0.67 5.32
42 H -2.04 -2.80 4.60
43 H -0.22 -2.80 2.95
44 H -1.28 -3.67 -3.19
45 H -0.28 -5.02 -4.99
46 H 1.95 -4.42 -5.88
47 H 3.17 -2.47 -4.97
48 H 2.17 -1.14 -3.15
49 H -2.80 -2.95 -0.72
50 H -5.19 -2.81 -1.23
51 H -6.04 -1.09 -2.79
52 H -4.45 0.48 -3.86
53 H -2.05 0.36 -3.35
54 N 3.34 1.47 -3.43
55 C 3.66 0.70 -2.33
56 N 4.84 0.15 -2.14
57 N 4.72 -0.52 -0.98
58 N 3.53 -0.39 -0.51
59 N 2.80 0.39 -1.35
60 C 2.02 1.60 -3.85
61 N 1.66 1.65 -5.12
62 N 0.32 1.74 -5.08
63 N -0.10 1.75 -3.87
64 N 0.97 1.67 -3.03
65 H 4.01 1.43 -4.18
66 F -1.55 4.47 4.96
67 C -0.84 4.30 3.84
68 C 0.38 3.66 3.88
69 F 0.85 3.19 5.04
70 C 1.10 3.48 2.70
71 F 2.27 2.83 2.80
72 C 0.64 3.93 1.47
73 Se 1.67 3.74 -0.13
74 C -0.57 4.62 1.48
75 F -1.04 5.18 0.36
76 C -1.31 4.79 2.63
77 F -2.48 5.45 2.60
78 F -5.48 2.42 -0.64
79 C -4.15 2.17 -0.58
80 C -3.28 2.96 -1.29
81 C -1.91 2.68 -1.22
82 C -1.39 1.62 -0.45
83 C -2.35 0.85 0.23
84 C -3.71 1.11 0.20
85 H -3.66 3.78 -1.89
86 H -1.25 3.31 -1.79
87 H -2.03 -0.01 0.82
88 H -4.43 0.50 0.73


No. 3
Entry from the Open Molecules 2025 dataset: a 2-piece molecular cluster, C10H16 overall (ωB97M-V/def2-TZVPD).

2S+1 = 1
HOMO = -9.0 eV
structure (SMILES) = Cc1ccccc1.CCC
energy above the lowest of the compared OMol25 structures with the same formula, charge and spin = 20.5 kcal per mole
frontier orbital gap = 10.02 eV

CARTESIAN COORDINATES (ANGSTROEM)
1 C -1.03 2.22 2.20
2 C -0.39 0.87 2.31
3 C 0.07 0.45 3.57
4 C 0.57 -0.84 3.73
5 C 0.74 -1.64 2.59
6 C 0.49 -1.15 1.34
7 C 0.00 0.16 1.19
8 H -0.30 2.84 1.67
9 H -1.12 2.74 3.16
10 H -2.00 2.26 1.70
11 H 0.02 1.03 4.48
12 H 0.83 -1.31 4.67
13 H 1.05 -2.68 2.69
14 H 0.66 -1.75 0.45
15 H -0.30 0.38 0.18
16 C 0.36 -1.44 -3.95
17 C -0.56 -0.33 -3.36
18 C 0.20 0.75 -2.54
19 H 1.41 -1.12 -3.97
20 H 0.09 -1.59 -4.99
21 H 0.30 -2.23 -3.21
22 H -1.08 0.16 -4.17
23 H -1.29 -0.82 -2.71
24 H 0.48 0.38 -1.56
25 H 1.13 0.97 -3.07
26 H -0.33 1.69 -2.41


No. 4
Entry from the Open Molecules 2025 dataset: C19H24N3O4PRe as an isolated structure (ωB97M-V/def2-TZVPD).

2S+1 = 4
net charge = +4
HOMO (alpha / beta) = -21.7 / -21.7 eV
<S²> = 3.78
frontier orbital gap (alpha / beta) = 5.34 / 5.14 eV

CARTESIAN COORDINATES (ANGSTROEM)
1 Re -0.50 -0.05 -0.06
2 O -1.97 2.01 -3.47
3 C -1.51 1.14 -2.51
4 O -1.17 1.53 -1.31
5 C -1.44 -0.21 -2.91
6 C -1.95 -0.82 -4.05
7 C -1.83 -2.23 -4.15
8 C -1.21 -2.99 -3.14
9 C -0.73 -2.35 -2.00
10 N -0.85 -0.94 -1.86
11 C -0.22 -2.86 -0.79
12 O 0.10 -4.20 -0.60
13 O -0.02 -2.08 0.22
14 H -1.94 2.87 -2.98
15 H -2.44 -0.24 -4.83
16 H -2.24 -2.75 -5.02
17 H -1.14 -4.08 -3.23
18 H -0.11 -4.59 -1.48
19 N -5.65 -1.21 2.84
20 C -4.66 -0.65 2.92
21 C -3.41 0.06 2.95
22 C -3.07 0.93 4.01
23 C -1.84 1.60 3.91
24 C -0.99 1.39 2.82
25 N -1.34 0.51 1.78
26 C -2.56 -0.17 1.89
27 H -3.78 1.05 4.83
28 H -1.48 2.28 4.68
29 H -0.03 1.90 2.71
30 H -2.81 -0.88 1.11
31 C 2.01 3.49 0.56
32 C 2.35 2.11 1.19
33 P 1.80 0.57 0.29
34 C 2.76 0.73 -1.30
35 C 2.43 -0.36 -2.36
36 C 2.67 -0.73 1.28
37 C 2.10 -0.89 2.72
38 H 2.30 4.32 1.20
39 H 0.92 3.55 0.36
40 H 2.49 3.58 -0.44
41 H 1.92 2.04 2.21
42 H 3.44 2.04 1.40
43 H 3.84 0.77 -1.07
44 H 2.50 1.74 -1.67
45 H 2.47 -1.36 -1.90
46 H 3.16 -0.33 -3.19
47 H 1.44 -0.22 -2.83
48 H 3.76 -0.55 1.32
49 H 2.55 -1.67 0.71
50 H 2.30 0.01 3.32
51 H 2.56 -1.77 3.21
52 H 1.02 -1.06 2.74


No. 5
Entry from the Open Molecules 2025 dataset: one molecule with the formula C6H15N (ωB97M-V/def2-TZVPD).

2S+1 = 1
HOMO = -8.8 eV
structure (SMILES) = CCN[C@@H](C)CC
energy above the lowest of the compared OMol25 structures with the same formula, charge and spin = 10.8 kcal per mole
frontier orbital gap = 9.94 eV

CARTESIAN COORDINATES (ANGSTROEM)
1 C -3.11 -0.90 0.43
2 C -1.81 -0.24 0.81
3 N -0.84 -0.38 -0.27
4 C 0.46 0.27 0.02
5 C 1.20 -0.26 1.23
6 C 1.33 0.21 -1.23
7 C 2.30 1.38 -1.41
8 H -2.90 -1.92 0.07
9 H -3.66 -0.34 -0.32
10 H -3.76 -1.03 1.29
11 H -1.41 -0.70 1.74
12 H -1.88 0.83 1.01
13 H -0.64 -1.37 -0.42
14 H 0.20 1.33 0.20
15 H 2.18 0.22 1.29
16 H 0.72 -0.09 2.19
17 H 1.38 -1.34 1.15
18 H 1.89 -0.73 -1.29
19 H 0.63 0.15 -2.07
20 H 1.78 2.29 -1.69
21 H 2.93 1.48 -0.53
22 H 2.98 1.14 -2.22


No. 6
Entry from the Open Molecules 2025 dataset: one molecule with the formula C9H18N2O3S (ωB97M-V/def2-TZVPD).

2S+1 = 1
HOMO = -9.0 eV
structure (SMILES) = CC[C@H](C)[C@H](NC(=O)[C@@H](N)CS)C(=O)O
energy above the lowest of the compared OMol25 structures with the same formula, charge and spin = 5.5 kcal per mole
frontier orbital gap = 9.59 eV

CARTESIAN COORDINATES (ANGSTROEM)
1 C -3.34 2.26 -0.64
2 C -2.08 1.36 -0.52
3 C -2.24 0.25 0.59
4 C -2.28 0.85 1.97
5 C -1.13 -0.76 0.47
6 N 0.20 -0.19 0.63
7 C 1.21 -1.03 0.93
8 O 1.05 -2.15 1.42
9 C 2.59 -0.55 0.42
10 N 2.81 -0.95 -0.95
11 C 2.92 0.95 0.58
12 S 2.23 2.14 -0.55
13 C -1.20 -1.55 -0.83
14 O -0.45 -1.40 -1.76
15 O -2.26 -2.35 -0.99
16 H -3.17 3.11 -1.33
17 H -3.59 2.70 0.34
18 H -4.22 1.71 -1.00
19 H -1.86 0.90 -1.49
20 H -1.25 2.04 -0.28
21 H -3.20 -0.31 0.45
22 H -3.14 1.50 2.07
23 H -2.40 0.05 2.72
24 H -1.39 1.45 2.23
25 H -1.21 -1.51 1.28
26 H 0.43 0.74 0.20
27 H 3.26 -1.12 1.06
28 H 2.92 -1.97 -1.04
29 H 2.05 -0.65 -1.53
30 H 2.63 1.25 1.59
31 H 4.00 1.11 0.52
32 H 2.72 1.67 -1.70
33 H -2.79 -2.42 -0.22